No. 1
Entry from the OMol25 dataset: a cluster of 2 separate species, C4H14N2O in total at a distorted geometry (ωB97M-V with the def2-TZVPD basis set).

The geometry in ORCA input format:
```
! wB97M-V def2-TZVPD RIJCOSX def2/J DEFGRID3
* xyz 0 1
C -0.14559 -0.49598 -3.28088
N 0.22533 -0.30271 -1.87467
C -0.57761 0.34259 -0.86387
C -0.83906 -0.54085 0.37542
C 0.53759 -0.89136 0.92831
N 0.76373 -2.02666 1.99536
H 0.83485 -0.47934 -3.79643
H -0.63930 -1.40600 -3.65080
H -0.61835 0.43398 -3.60880
H 1.18353 -0.51653 -1.70167
H -0.14378 1.32540 -0.61638
H -1.55818 0.61240 -1.27230
H -1.38921 -1.39052 -0.06117
H -1.56235 -0.04959 1.03860
H 1.08006 -0.04297 1.37474
H 1.21337 -1.22370 0.16066
H 0.45337 -1.85931 2.95398
H -0.05664 -2.56025 1.66923
O 0.53755 3.30459 3.25902
H -0.10937 3.55948 3.93108
H 0.81006 4.20730 3.04058
*
```

## Properties
- E_LUMO (eV) = 0.8
- ΔE to the lowest compared entry with this formula, charge and spin (kJ/mol) = 241.3
- Kohn-Sham gap (eV) = 8.938
- max |F| (eV Å⁻¹) = 3.30
- energy (eV) = -9401.1063
- SMILES string = CNCCCN.O

Results of the Löwdin charge analysis, in e, for atoms 1 through 6: C -0.126; N -0.143; C -0.264; C -0.194; C -0.253; N -0.025

---

No. 2
Entry from the OMol25 dataset: a cluster of 2 separate species, C4H14N2O in total at a distorted geometry (ωB97M-V with the def2-TZVPD basis set).

The geometry in ORCA input format:
```
! wB97M-V def2-TZVPD RIJCOSX def2/J DEFGRID3
* xyz 0 1
C -1.67580 -0.09110 1.36012
C -0.46643 -0.98188 1.21703
C -1.04907 -2.41568 0.97261
N 0.15287 -0.64657 -0.10250
C 0.97048 -1.51189 -0.89255
N 1.90912 -2.36827 -0.17062
H -1.96556 0.09558 2.40767
H -2.57129 -0.36680 0.78279
H -1.41958 0.86511 0.85862
H 0.30688 -1.06172 2.03989
H -0.30133 -3.17598 0.68018
H -1.82758 -2.35265 0.19774
H -1.43728 -2.67164 1.94228
H 0.45792 0.31703 -0.05981
H 1.41923 -0.99832 -1.73239
H 0.24992 -2.23802 -1.38551
H 2.65505 -1.80558 0.19871
H 1.63379 -3.22719 0.24585
O 0.09037 6.81338 -2.10588
H 0.59464 6.89802 -1.27890
H 0.71656 6.21686 -2.53734
*
```

## Properties
- E_LUMO (eV) = 0.9
- ΔE to the lowest compared entry with this formula, charge and spin (kJ/mol) = 195.2
- Kohn-Sham gap (eV) = 9.214
- max |F| (eV Å⁻¹) = 4.00
- energy (eV) = -9401.5841
- SMILES string = CC(C)NCN.O

Results of the Löwdin charge analysis, in e, for atoms 1 through 6: C -0.094; C -0.417; C -0.086; N -0.081; C -0.327; N 0.007

---

No. 3
Entry from the OMol25 dataset: a cluster of 2 separate species, C4H14N2O in total at a distorted geometry (ωB97M-V with the def2-TZVPD basis set).

The geometry in ORCA input format:
```
! wB97M-V def2-TZVPD RIJCOSX def2/J DEFGRID3
* xyz 0 1
C 0.39867 1.26924 -1.98423
N 0.96356 0.46490 -0.91761
C 0.76749 -0.91040 -0.71786
C 0.70061 -1.47764 0.64850
C -0.48722 -0.97406 1.34392
N -1.92000 -1.38002 1.09197
H -0.22692 0.72532 -2.75284
H -0.29148 2.05745 -1.58901
H 1.16637 1.71998 -2.42345
H 1.72510 0.89947 -0.33520
H -0.16893 -1.09101 -1.14801
H 1.58615 -1.69584 -1.30245
H 1.60840 -1.18779 1.23446
H 0.83970 -2.56033 0.89098
H -0.48353 0.22053 1.31527
H -0.35405 -1.11328 2.44314
H -2.13514 -0.76766 0.28585
H -1.99091 -2.37867 0.90316
O -0.46338 3.10162 0.89089
H -0.34103 2.65705 1.74273
H -0.89347 2.42111 0.37978
*
```

## Properties
- E_LUMO (eV) = 0.8
- ΔE to the lowest compared entry with this formula, charge and spin (kJ/mol) = 305.7
- Kohn-Sham gap (eV) = 9.101
- max |F| (eV Å⁻¹) = 5.27
- energy (eV) = -9400.4387
- SMILES string = CNCCCN.O

Results of the Löwdin charge analysis, in e, for atoms 1 through 6: C -0.100; N -0.129; C -0.326; C -0.261; C -0.328; N -0.005